Formula: C7H9N5
Source: the Open Molecules 2025 dataset
Level of theory: ωB97M-V/def2-TZVPD

```
21
Properties=species:S:1:pos:R:3
N -1.9020 -0.4558 -2.4601
N 1.2464 -1.1885 -0.4756
N 1.8047 2.4451 0.0708
N 1.7594 -1.3673 0.6041
N 0.5634 1.7694 0.8143
C 1.5079 1.1187 0.3188
C 2.1267 -0.1240 -0.1145
C -2.6083 0.4958 0.9311
C 3.4795 0.0203 -0.7588
C -2.0322 -0.5847 -1.3450
C -2.3876 -0.6992 0.0672
C -2.4969 -1.9028 0.6365
H 1.4042 2.8217 -0.8087
H 3.9234 -0.9269 -0.5647
H 3.3172 0.3893 -1.7037
H -3.6176 0.8297 0.7336
H -2.6779 0.1715 1.9005
H 4.0193 0.7144 -0.2368
H -1.9447 1.3801 0.7650
H -3.0053 -2.1128 1.6072
H -2.4796 -2.7940 0.0190
```

Calculated values
HOMO-LUMO gap (eV): 9.4
Structure (SMILES): CC1(C2=NN2)N=N1.C=C(C)C#N
E_HOMO (eV): -9.54
Total energy (Eh): -545.67835